No. 1
ORCA calculation (ωB97M-V with the def2-TZVPD basis set) on a molecular structure, C19H34InN6O7.

Geometry (Å):
In1 -0.46446 0.14570 -2.09118
H1 -0.22923 0.92398 4.10640
O1 -2.35554 -0.20815 0.49684
H2 -0.91088 -4.49668 -2.90290
C1 0.67802 3.82431 0.19797
H3 -0.40245 0.67261 2.38082
H4 -2.22346 0.09972 -3.45758
H5 -1.57091 -0.16706 5.17060
H6 -1.88212 -1.61361 4.17141
N1 0.61248 -0.84297 3.44781
H7 -3.39012 -3.68664 -0.16808
H8 2.48262 4.41487 -1.81880
C2 0.51986 2.77862 -0.84300
H9 1.49903 4.49717 -0.05919
C3 -1.55292 -2.71829 -1.92495
C4 -2.87177 -2.83109 0.28125
C5 1.05568 -0.84616 0.53906
H10 2.76121 3.46628 -3.30763
H11 4.63001 -1.19905 -0.76178
C6 0.18883 -1.37869 4.74508
H12 2.76443 -0.55969 -2.26037
H13 4.13869 -1.66914 1.69545
O2 1.78754 1.42517 -3.86311
C7 3.36367 -1.35402 0.99648
O3 2.38279 -2.29516 3.50883
C8 0.31195 0.58024 3.21546
H14 0.44631 -2.44214 4.75998
H15 0.89988 3.38061 1.17865
O4 -0.42686 -2.43680 -3.91658
H16 -2.66956 -4.24956 -2.90434
H17 -4.45411 2.59778 -0.74567
H18 1.18760 2.52644 3.06299
H19 0.76648 -0.88471 5.54532
N2 1.09789 1.56831 -2.77223
N3 1.32323 -0.60335 -0.76554
H20 -3.06983 2.82901 -0.08076
C9 3.62978 -1.11003 -0.34463
H21 3.48655 2.95127 -1.76855
N4 -0.51726 1.91731 -0.72513
H22 -1.98456 0.77004 0.44499
H23 -1.54826 -1.77875 5.90408
O5 -3.92908 3.26802 -0.28852
H24 -0.21572 -1.57600 -4.42317
N5 -1.86720 -0.78399 -0.64565
H25 1.90949 1.34838 1.94846
H26 0.62682 0.56279 -4.58977
C10 2.59735 3.40739 -2.22715
H27 -0.23833 4.42093 0.28880
C11 -2.11565 -2.09385 -0.76454
C12 1.72079 -1.46634 2.88813
C13 1.50996 1.48457 2.95942
C14 -1.29516 -1.21221 5.00385
H28 -2.18669 -3.22604 1.04848
N6 -0.84164 -1.91729 -2.70654
O6 -1.31100 2.08886 0.30498
C15 -1.49606 0.77791 -3.97207
H29 -1.86195 -4.75638 -1.41289
H30 2.30730 1.29699 3.69079
H31 -1.23610 1.76964 -3.54417
O7 -0.21016 -0.00754 -4.65971
H32 0.01263 -0.77926 0.84431
C16 1.39537 2.59100 -1.94709
H33 -3.60370 -2.18131 0.77163
C17 2.05370 -1.17301 1.45058
C18 2.58330 -0.74559 -1.19923
C19 -1.75411 -4.13679 -2.30714
H34 -2.04440 1.04137 -4.87922

## Properties
HOMO (spin up / spin down), eV: -10.52 / -10.53
Total charge: +1
Kohn-Sham gap (spin up / spin down), eV: 5.859 / 5.864
LUMO level (spin up / spin down), eV: -4.666 / -4.667

---

No. 2
ORCA calculation (ωB97M-V with the def2-TZVPD basis set) on a single C3H2INOS molecule.

Geometry (Å):
C1 -0.58323 0.67275 0.25385
C2 1.14175 0.00342 -0.85271
S1 -2.09292 1.24467 0.81470
C3 1.19879 -0.48851 0.43991
O1 0.15300 -0.06909 1.09221
H1 1.70726 -1.26883 0.92702
I1 -3.51852 -0.82784 -0.26080
N1 0.03229 0.82966 -0.90032
H2 1.96157 -0.09621 -1.51386

## Properties
HOMO, eV: -9.38
Kohn-Sham gap, eV: 6.969
Energy above the lowest of the compared OMol25 structures with the same formula, charge and spin, kcal per mole: 22.68
SMILES: ISc1ncco1
LUMO level, eV: -2.409

---

| no. | strongest force on any atom (Eh/bohr) |
| --- | --- |
| 1 | 0.088 |
| 2 | 0.055 |